This record from the Open Molecules 2025 dataset describes C40H35KN3O2P2 as an isolated structure. The level of theory is wB97M-V/def2-TZVPD.

Element x y z (Å)
K -1.20935 -1.43950 1.20286
C 1.84761 1.67441 2.26692
N 1.43941 1.47629 0.84634
P 1.82273 -0.22419 0.54142
C 3.64692 -0.07873 0.55660
C 4.34750 1.09198 0.28358
C 5.73442 1.09372 0.27077
C 6.43458 -0.07751 0.52579
C 5.74176 -1.24812 0.80484
C 4.35546 -1.24519 0.83002
C 1.60132 -0.47886 -1.25372
C 0.64999 -1.43471 -1.60179
C 0.43986 -1.76886 -2.93437
C 1.19454 -1.16087 -3.92352
C 2.16497 -0.22314 -3.58218
C 2.36717 0.11201 -2.25590
P -0.27635 1.83357 0.78761
C -0.19631 3.65101 1.03309
C -1.39029 4.28664 1.36372
C -1.43999 5.66623 1.49322
C -0.29064 6.42346 1.31017
C 0.90525 5.79468 0.99318
C 0.95135 4.41535 0.85137
C -0.68872 1.84973 -0.98899
C 0.04687 2.52850 -1.95854
C -0.38906 2.54536 -3.26987
C -1.56673 1.88995 -3.62190
C -2.30391 1.21613 -2.66311
C -1.86423 1.19502 -1.34271
H 2.93214 1.74912 2.33121
H 1.53058 0.84010 2.90668
H 1.42355 2.60017 2.65431
H 3.79273 2.00117 0.08100
H 6.27043 2.01083 0.05814
H 7.51705 -0.07626 0.51470
H 6.28191 -2.16295 1.01349
H 3.81363 -2.15386 1.07140
H 0.07134 -1.95301 -0.84380
H -0.30958 -2.50772 -3.18591
H 1.03621 -1.42188 -4.96242
H 2.76042 0.24817 -4.35429
H 3.12738 0.84023 -1.99483
H -2.28530 3.69413 1.51824
H -2.37547 6.14941 1.74382
H -0.32653 7.50000 1.41793
H 1.80557 6.38005 0.85183
H 1.88150 3.92104 0.59736
H 0.96562 3.03205 -1.68053
H 0.19119 3.06036 -4.02599
H -1.90238 1.90337 -4.65176
H -3.20819 0.68433 -2.92860
H -2.42906 0.64903 -0.58986
C -5.85830 -1.49003 -2.90567
C -4.47082 -1.70553 -2.74798
C -3.87837 -1.45508 -1.54145
C -4.60007 -0.97761 -0.41210
C -3.90269 -0.71092 0.82319
C -4.74002 -0.27167 1.83585
C -6.13914 -0.08807 1.70213
C -6.76409 -0.32898 0.51237
C -5.99916 -0.78225 -0.58928
C -6.59813 -1.04248 -1.84855
H -6.33183 -1.68433 -3.86166
H -3.88219 -2.07446 -3.58012
H -2.81329 -1.62823 -1.42050
H -4.32038 -0.03274 2.81436
H -6.72178 0.25578 2.55303
H -7.83301 -0.18022 0.39413
H -7.66653 -0.88148 -1.95795
C 3.27722 -4.31107 4.00487
N 2.25514 -4.28718 2.98177
C 1.93707 -5.39732 2.25612
C 0.96766 -5.37817 1.33053
C 0.26053 -4.12143 1.09881
O -0.63228 -4.03684 0.23531
N 0.60667 -3.03150 1.83392
C 1.53339 -3.08201 2.80315
O 1.81812 -2.13993 3.54397
H 3.72332 -5.30538 4.02836
H 2.85189 -4.07572 4.98045
H 4.04792 -3.56863 3.79595
H 2.51746 -6.28593 2.47775
H 0.71479 -6.25286 0.75228

- total charge = -1
- relative energy (zero: lowest compared OMol25 entry of this formula, charge and spin) (eV) = 1.0666
- calculated total energy (eV) = -85518.623
- LUMO level (eV) = 2.37